The following is a quantum chemistry calculation of a structure of composition C16H32NOPPdSi in a non-equilibrium geometry, from OMol25.

Last column: Mulliken spin population.
Geometry (Å):
C -2.82960 0.22257 -4.01002  -0.013
C -2.53011 -0.93428 -3.30096  0.033
C -1.74054 -0.94193 -2.11955  -0.184
C -1.36478 0.33538 -1.63228  0.519
C -1.50177 1.46988 -2.45181  0.015
C -2.29601 1.43855 -3.59844  0.047
C -1.58498 -2.30576 -1.48003  0.106
C -0.29158 -3.20815 -1.36129  -0.013
N 1.05016 -2.81578 -1.67593  0.734
Pd -1.20956 1.19175 0.28904  1.676
C -0.88263 2.76814 -1.99844  0.051
P 0.49546 2.23532 -0.90215  0.276
H -2.92679 -1.88256 -3.66672  0.006
H -2.47160 2.37832 -4.13198  0.006
H -3.48001 0.18495 -4.88497  0.001
H -1.57541 3.34958 -1.36214  0.007
H -0.45746 3.36488 -2.80656  0.010
H -2.04419 -2.28910 -0.47853  -0.009
H -2.24777 -2.94971 -2.08357  -0.006
H -0.26549 -3.53635 -0.30581  0.010
C 1.03417 3.70726 -0.01537  0.044
C 1.81972 1.96200 -2.12122  0.062
H -0.47823 -4.09803 -1.98688  0.038
C 1.35157 -2.04010 -2.84040  -0.010
C 1.96352 -2.70109 -0.55797  -0.011
H -0.06387 1.32945 1.44163  0.504
H 1.85667 -2.67322 -3.59302  0.043
H 0.44265 -1.61249 -3.29138  0.021
H 2.05267 -1.22557 -2.57448  0.022
H 2.65237 -3.56552 -0.53967  0.046
H 2.57343 -1.78470 -0.64018  0.023
H 1.39752 -2.71025 0.39226  0.013
H 2.01280 2.93847 -2.58206  0.018
H 2.71674 1.59657 -1.61172  0.001
H 1.50492 1.24132 -2.87976  -0.006
H 1.13173 4.54131 -0.71789  0.018
H 0.32104 3.93940 0.78334  -0.005
H 2.00937 3.47406 0.43262  0.000
H 0.62362 0.48670 1.98375  -0.140
C 1.65952 -0.92248 5.23721  0.014
Si 0.38176 -0.08100 4.14383  -0.061
C -1.29917 -0.93845 4.37141  0.008
C 0.18293 1.72120 4.65379  0.004
O 0.98609 -0.24586 2.59179  0.063
H 1.46390 -0.87299 6.31742  0.000
H 2.64913 -0.47883 5.06218  0.001
H 1.75234 -1.98693 4.98395  0.001
H -1.56961 -1.07235 5.43305  0.000
H -2.11011 -0.36370 3.90078  0.002
H -1.29286 -1.93359 3.90318  0.001
H 1.06361 2.30506 4.35659  0.007
H -0.69451 2.17955 4.18279  0.005
H 0.05923 1.80914 5.74251  0.000

For the total energy, the calculation gives -41274.1973 eV. As for the expectation value of S²: 6.02. The spin multiplicity is 5. For the frontier orbital gap (spin up / spin down), the calculation gives 7.78 / 4.62 eV. The value obtained for the HOMO energy (spin up / spin down) is -14.120 / -14.651 eV. Its total charge is +2.